Density functional theory data (ωB97M-V/def2-TZVPD) for C2H2FHgO3 as an isolated structure in a non-equilibrium geometry.

Net charge = +2
Max |F| = 0.111 Eh/bohr
Molecular weight = 293.62 g mol⁻¹
Total energy = -15115.0696 eV
ΔE to the lowest compared entry with this formula, charge and spin = 1.03 kcal per mole
HOMO (spin up / spin down) = -0.68828 / -0.72183 hartree
Frontier orbital gap (spin up / spin down) = 4.719 / 5.978 eV
⟨S²⟩ = 0.76
Multiplicity = 2

Each line ends with the Mulliken charge.
Positions of all 9 atoms, in Å:
H -1.66372 -0.31657 -0.37408  0.430
O -1.25101 0.36244 -0.93317  -0.228
Hg 0.30080 3.85580 -0.78434  1.436
O 0.19866 2.02101 -0.81513  -0.519
C -0.34074 1.03984 -0.34452  0.773
O 0.93437 -0.52510 0.68864  -0.456
C 0.67347 -1.69899 0.93735  0.383
F 1.48035 -2.64543 0.47945  -0.129
H -0.33218 -2.09300 1.14580  0.311

=====

Density functional theory data (ωB97M-V/def2-TZVPD) for a 2-piece molecular cluster, C2H8OS2 overall in a non-equilibrium geometry.

Max |F| = 0.022 Eh/bohr
Molecular weight = 112.22 g mol⁻¹
Total energy = -25920.8335 eV
ΔE to the lowest compared entry with this formula, charge and spin = 25.41 kcal per mole
HOMO = -0.33636 hartree
Frontier orbital gap = 9.786 eV

Each line ends with the Mulliken charge.
Positions of all 13 atoms, in Å:
C -1.69535 0.56117 3.05027  -0.764
S -0.89455 0.53024 1.44232  -0.033
S -2.05297 -0.17310 -0.04650  -0.203
H -1.07752 1.22127 3.67172  0.262
H -1.53248 -0.33972 3.63710  0.304
H -2.72579 0.89625 3.01586  0.292
H -1.91701 -1.51263 -0.08722  0.143
C 3.60519 -1.16049 -2.89369  -0.473
O 3.60270 0.24771 -2.70110  -0.495
H 2.62214 -1.59307 -2.67388  0.223
H 3.86576 -1.32258 -3.92642  0.207
H 4.33384 -1.68521 -2.26727  0.240
H 3.70846 0.39694 -1.75258  0.298

=====

Density functional theory data (ωB97M-V/def2-TZVPD) for a 3-piece molecular cluster, C12H33ClO10P2S3Si overall.

Max |F| = 0.006 Eh/bohr
Molecular weight = 559.07 g mol⁻¹
Total energy = -104939.6192 eV
HOMO = -0.33842 hartree
Frontier orbital gap = 9.175 eV

Each line ends with the Mulliken charge.
Positions of all 62 atoms, in Å:
C 2.74542 2.01171 1.04180  -1.042
C 1.80933 3.20536 1.02954  0.113
Cl 1.69523 3.86992 2.69526  -0.146
C 0.41726 2.89754 0.48604  -0.849
Si -0.50738 1.41128 1.16629  -0.327
C 0.12528 -0.19661 0.40870  -0.668
C 0.52774 -1.33313 1.36290  -0.701
C 1.48478 -2.32070 0.71928  -0.409
O 2.75461 -1.74305 0.41012  -0.568
P -2.63612 1.74633 0.40767  0.182
O -2.62849 2.53564 -0.86037  -0.466
P -0.78546 1.33425 3.42214  0.649
O 0.60568 0.95209 4.13152  -0.473
O -1.53563 -0.08569 3.72566  -0.574
S -1.70939 2.89241 4.02683  -0.307
H 3.72050 2.29069 1.43800  0.449
H 2.87730 1.62652 0.02757  0.360
H 2.34465 1.22272 1.68670  0.080
H 2.24367 4.00760 0.43454  0.408
H 0.52590 2.64876 -0.57847  0.427
H -0.21550 3.78582 0.52198  0.444
H 0.97632 0.06742 -0.22627  0.548
H -0.64805 -0.56098 -0.27550  0.646
H -0.36155 -1.88284 1.67976  0.383
H 0.99026 -0.94450 2.27684  0.238
H 1.05900 -2.69062 -0.21820  0.248
H 1.64330 -3.17965 1.37462  0.198
H 2.82410 -0.88281 0.83092  0.314
H -3.19882 0.44817 0.29319  0.059
H -3.41389 2.26912 1.46163  0.077
H 0.54912 0.12782 4.63294  0.319
H -2.40207 -0.16158 3.31493  0.358
C 1.40251 -8.70866 0.95520  -0.957
C 2.86730 -8.83376 1.30507  -0.375
O 3.66881 -7.75620 0.74579  -0.286
S 3.57940 -6.34039 1.45164  1.225
C 5.01473 -5.62495 0.73513  -0.948
O 3.75546 -6.51330 2.86316  -0.672
O 2.42560 -5.63217 0.98552  -0.551
H 0.95149 -7.83651 1.42471  0.296
H 0.88146 -9.60123 1.30439  0.381
H 1.26991 -8.62701 -0.12326  0.263
H 3.03292 -8.85714 2.38218  0.343
H 3.30776 -9.72650 0.86708  0.267
H 5.88910 -6.17094 1.07726  0.339
H 5.04058 -4.59171 1.07583  0.367
H 4.91593 -5.66318 -0.34624  0.318
C -2.29768 5.36063 -2.52325  -0.640
C -3.57316 4.65682 -2.92079  -0.281
O -4.54207 5.55874 -3.54097  -0.286
S -4.26989 6.01606 -5.02716  1.249
C -5.88111 6.62795 -5.38042  -0.937
O -3.99640 4.86247 -5.83327  -0.648
O -3.34201 7.10610 -5.05074  -0.618
H -1.74183 5.71206 -3.39118  0.353
H -1.68948 4.64762 -1.96696  0.067
H -2.51360 6.21745 -1.88445  0.284
H -3.38990 3.82928 -3.60472  0.330
H -4.09539 4.26807 -2.05264  0.158
H -6.58585 5.80222 -5.34669  0.309
H -5.83340 7.05614 -6.37922  0.367
H -6.12832 7.39305 -4.64960  0.314

=====

Density functional theory data (ωB97M-V/def2-TZVPD) for an isolated ion of composition C7H9N2OS and charge +1 in a non-equilibrium geometry.

Net charge = +1
Max |F| = 0.089 Eh/bohr
Molecular weight = 169.23 g mol⁻¹
Total energy = -23255.4447 eV
ΔE to the lowest compared entry with this formula, charge and spin = 111.51 kcal per mole
HOMO (spin up / spin down) = -0.44830 / -0.44831 hartree
Frontier orbital gap (spin up / spin down) = 7.423 / 7.423 eV

Each line ends with the Mulliken charge.
Positions of all 20 atoms, in Å:
C -1.27398 0.76065 1.61758  -1.127
C 0.15136 0.67961 1.30656  -0.259
C 0.47389 0.80569 0.02666  0.054
S 2.13150 0.83748 -0.59571  -0.144
C 1.57297 0.96387 -2.25391  -0.186
C 0.23271 0.92789 -2.38822  -0.771
C -0.44571 0.61498 -1.09532  0.281
O -1.13979 -0.66862 -1.09527  -0.199
N -0.62557 -1.57865 -0.35734  0.142
C 0.19092 -1.71753 0.47119  0.404
N 0.80077 -2.50436 1.27079  -0.380
H -1.42476 0.79420 2.78869  0.311
H -1.68039 1.68199 1.12271  0.330
H -2.02728 0.05201 1.23099  0.330
H 0.86189 0.68637 2.13800  0.580
H 2.26514 1.12213 -3.14228  0.391
H -0.47806 1.08602 -3.25717  0.356
H -1.30904 1.42319 -1.04342  0.277
H 0.85611 -2.40748 2.28618  0.284
H 0.86733 -3.55945 0.96929  0.327

=====

What is the max |F| in the first record?
0.111 Eh/bohr

=====

Among the records above, which one has the highest max |F|?
C2H2FHgO3

=====

Please write out number 2 again, unchanged.
Density functional theory data (ωB97M-V/def2-TZVPD) for a 2-piece molecular cluster, C2H8OS2 overall in a non-equilibrium geometry.

Max |F| = 0.022 Eh/bohr
Molecular weight = 112.22 g mol⁻¹
Total energy = -25920.8335 eV
ΔE to the lowest compared entry with this formula, charge and spin = 25.41 kcal per mole
HOMO = -0.33636 hartree
Frontier orbital gap = 9.786 eV

Each line ends with the Mulliken charge.
Positions of all 13 atoms, in Å:
C -1.69535 0.56117 3.05027  -0.764
S -0.89455 0.53024 1.44232  -0.033
S -2.05297 -0.17310 -0.04650  -0.203
H -1.07752 1.22127 3.67172  0.262
H -1.53248 -0.33972 3.63710  0.304
H -2.72579 0.89625 3.01586  0.292
H -1.91701 -1.51263 -0.08722  0.143
C 3.60519 -1.16049 -2.89369  -0.473
O 3.60270 0.24771 -2.70110  -0.495
H 2.62214 -1.59307 -2.67388  0.223
H 3.86576 -1.32258 -3.92642  0.207
H 4.33384 -1.68521 -2.26727  0.240
H 3.70846 0.39694 -1.75258  0.298

=====

Repeat the third record exactly.
Density functional theory data (ωB97M-V/def2-TZVPD) for a 3-piece molecular cluster, C12H33ClO10P2S3Si overall.

Max |F| = 0.006 Eh/bohr
Molecular weight = 559.07 g mol⁻¹
Total energy = -104939.6192 eV
HOMO = -0.33842 hartree
Frontier orbital gap = 9.175 eV

Each line ends with the Mulliken charge.
Positions of all 62 atoms, in Å:
C 2.74542 2.01171 1.04180  -1.042
C 1.80933 3.20536 1.02954  0.113
Cl 1.69523 3.86992 2.69526  -0.146
C 0.41726 2.89754 0.48604  -0.849
Si -0.50738 1.41128 1.16629  -0.327
C 0.12528 -0.19661 0.40870  -0.668
C 0.52774 -1.33313 1.36290  -0.701
C 1.48478 -2.32070 0.71928  -0.409
O 2.75461 -1.74305 0.41012  -0.568
P -2.63612 1.74633 0.40767  0.182
O -2.62849 2.53564 -0.86037  -0.466
P -0.78546 1.33425 3.42214  0.649
O 0.60568 0.95209 4.13152  -0.473
O -1.53563 -0.08569 3.72566  -0.574
S -1.70939 2.89241 4.02683  -0.307
H 3.72050 2.29069 1.43800  0.449
H 2.87730 1.62652 0.02757  0.360
H 2.34465 1.22272 1.68670  0.080
H 2.24367 4.00760 0.43454  0.408
H 0.52590 2.64876 -0.57847  0.427
H -0.21550 3.78582 0.52198  0.444
H 0.97632 0.06742 -0.22627  0.548
H -0.64805 -0.56098 -0.27550  0.646
H -0.36155 -1.88284 1.67976  0.383
H 0.99026 -0.94450 2.27684  0.238
H 1.05900 -2.69062 -0.21820  0.248
H 1.64330 -3.17965 1.37462  0.198
H 2.82410 -0.88281 0.83092  0.314
H -3.19882 0.44817 0.29319  0.059
H -3.41389 2.26912 1.46163  0.077
H 0.54912 0.12782 4.63294  0.319
H -2.40207 -0.16158 3.31493  0.358
C 1.40251 -8.70866 0.95520  -0.957
C 2.86730 -8.83376 1.30507  -0.375
O 3.66881 -7.75620 0.74579  -0.286
S 3.57940 -6.34039 1.45164  1.225
C 5.01473 -5.62495 0.73513  -0.948
O 3.75546 -6.51330 2.86316  -0.672
O 2.42560 -5.63217 0.98552  -0.551
H 0.95149 -7.83651 1.42471  0.296
H 0.88146 -9.60123 1.30439  0.381
H 1.26991 -8.62701 -0.12326  0.263
H 3.03292 -8.85714 2.38218  0.343
H 3.30776 -9.72650 0.86708  0.267
H 5.88910 -6.17094 1.07726  0.339
H 5.04058 -4.59171 1.07583  0.367
H 4.91593 -5.66318 -0.34624  0.318
C -2.29768 5.36063 -2.52325  -0.640
C -3.57316 4.65682 -2.92079  -0.281
O -4.54207 5.55874 -3.54097  -0.286
S -4.26989 6.01606 -5.02716  1.249
C -5.88111 6.62795 -5.38042  -0.937
O -3.99640 4.86247 -5.83327  -0.648
O -3.34201 7.10610 -5.05074  -0.618
H -1.74183 5.71206 -3.39118  0.353
H -1.68948 4.64762 -1.96696  0.067
H -2.51360 6.21745 -1.88445  0.284
H -3.38990 3.82928 -3.60472  0.330
H -4.09539 4.26807 -2.05264  0.158
H -6.58585 5.80222 -5.34669  0.309
H -5.83340 7.05614 -6.37922  0.367
H -6.12832 7.39305 -4.64960  0.314